Entry 1:
Density functional theory data (ωB97M-V/def2-TZVPD) for 2 unconnected molecules or ions with the total composition C4H13N3O2 in a non-equilibrium geometry.

Summary:
Electronic energy (Ha): -474.832015

Geometry as ORCA input:
```
! RIJCOSX wB97M-V def2-TZVPD def2/J DEFGRID3
* xyz 0 1
C 1.0751 1.1380 0.2586
C 1.3198 0.3275 1.5188
O 2.1433 0.8979 -0.7007
H 3.0012 1.0760 -0.2906
H 1.1024 2.2084 0.5223
H -0.2145 1.9688 -1.0355
H 2.3247 0.4869 1.9439
H 0.6065 0.5968 2.3025
H 1.2351 -0.7471 1.3277
C -1.1706 -1.9848 -0.0112
N -1.3917 -0.5606 -0.2085
C -0.5555 0.2217 -0.9527
N -2.1418 0.0700 0.8123
N 0.1343 -0.3750 -1.9702
O -1.0664 1.4486 -1.2333
H -1.5125 0.6999 1.3147
H -2.8486 0.6456 0.3639
H 0.8824 0.2308 -2.3005
H 0.4853 -1.2993 -1.7662
H -0.2353 -2.1865 0.5205
H -1.1613 -2.4957 -0.9758
H -2.0120 -2.3678 0.5600
*
```



Entry 2:
Density functional theory data (ωB97M-V/def2-TZVPD) for a molecular structure, C4H13N3O2 in a non-equilibrium geometry.

Summary:
Electronic energy (Ha): -474.829821

Geometry as ORCA input:
```
! RIJCOSX wB97M-V def2-TZVPD def2/J DEFGRID3
* xyz 0 1
C -1.8853 0.4720 -0.2012
C -2.1436 -0.8162 -0.9027
O -1.8716 0.4758 1.1689
H -2.3590 -0.2698 1.5416
H -2.4338 1.3389 -0.5713
H -0.6176 0.9646 -0.5733
H -2.5558 -0.6332 -1.8930
H -1.1776 -1.3547 -1.0070
H -2.8762 -1.4188 -0.3634
C 1.5029 -0.9311 1.1599
N 1.1274 -0.3232 -0.0974
C 1.0378 1.1351 -0.3099
N 1.3836 -1.0644 -1.2713
N 0.9026 1.8390 0.9048
O 1.8224 1.5836 -1.1665
H 1.4097 -0.4355 -2.0792
H 2.3328 -1.4378 -1.2499
H 1.4140 2.7079 0.9381
H 0.2288 1.4485 1.5481
H 2.4960 -0.6006 1.4810
H 1.5075 -2.0145 1.0351
H 0.7553 -0.6655 1.9085
*
```



Entry 3:
Density functional theory data (ωB97M-V/def2-TZVPD) for a single C4H13N3Si4 molecule in a non-equilibrium geometry.

Summary:
Electronic energy (Ha): -1482.358821
SMILES: [SiH3][SiH2]N1[SiH2][SiH2]N2C=NC=C[C@@H]21

Geometry as ORCA input:
```
! RIJCOSX wB97M-V def2-TZVPD def2/J DEFGRID3
* xyz 0 1
C -0.1168 1.5121 -0.6285
C 0.4587 0.1528 -0.7519
C 0.5311 2.5959 -0.3309
C 2.4660 1.3563 0.2016
N 1.8713 0.1375 -0.1461
N 1.8552 2.5211 0.1305
N -0.4057 -0.8820 -0.1379
Si 2.5164 -1.3755 0.3500
Si -3.4417 -0.0026 -0.1197
Si 0.4749 -2.3625 -0.3366
Si -1.5122 -0.3596 1.1338
H -1.1189 1.5077 -1.1264
H 0.5774 -0.3525 -1.7031
H 0.0440 3.5097 -0.1250
H 3.8729 -1.6089 -0.0318
H 2.4680 -1.2910 1.8083
H 3.5599 1.2297 0.5106
H -3.2718 1.1390 -1.1890
H -3.7515 -1.2342 -0.8839
H -4.7550 0.4138 0.1829
H 0.1265 -2.7530 -1.7535
H -0.1755 -3.1860 0.8561
H -1.0393 0.8260 1.9279
H -1.2341 -1.4937 2.1625
*
```



Number 1: orbital gap 8.28 eV. Number 2: orbital gap 8.36 eV. Number 3: orbital gap 8.72 eV.